# 1
This record from OMol25 describes C12H16AlFO6P as an isolated structure at a distorted geometry. The level of theory is wB97M-V/def2-TZVPD.

Geometry as XYZ:
```
37
Properties=species:S:1:pos:R:3
O -2.23 3.08 1.49
C -1.66 2.19 0.93
O -0.55 1.68 1.50
C 0.49 1.13 0.65
P 0.92 2.04 -0.95
O 0.47 3.62 -0.64
O 2.57 2.03 -1.03
C 1.76 1.26 1.61
O 2.71 0.29 1.36
Al 1.92 -1.15 0.61
C 1.89 -2.58 2.02
C 1.40 -4.01 1.63
C 1.12 -4.27 0.17
F 2.31 -4.38 -0.54
O 0.39 -0.17 0.34
C -2.21 1.66 -0.35
C -2.19 0.32 -0.73
C -2.72 -0.06 -1.96
C -3.27 0.88 -2.82
C -3.31 2.21 -2.43
C -2.79 2.60 -1.21
H 0.70 4.10 -1.44
H 2.90 2.82 -0.57
H 1.36 1.10 2.62
H 2.19 2.27 1.54
H 2.38 -1.56 -0.86
H 1.29 -2.27 2.88
H 2.92 -2.67 2.37
H 2.18 -4.73 1.90
H 0.52 -4.29 2.21
H 0.47 -3.53 -0.29
H 0.63 -5.24 0.07
H -1.74 -0.42 -0.09
H -2.66 -1.11 -2.22
H -3.64 0.56 -3.78
H -3.74 2.97 -3.08
H -2.80 3.63 -0.91
```

energy = -43596.327 eV
spin multiplicity = 1
HOMO = -4.780 eV
LUMO level = 2.95 eV
net charge = -1
ΔE to the lowest compared entry with this formula, charge and spin = 0.00 kcal/mol

Results of the Löwdin charge analysis, in e, for atoms 1 through 8: number 1, O, carries 0.12; number 2, C, carries -0.47; number 3, O, carries 0.06; number 4, C, carries -0.64; number 5, P, carries 0.93; number 6, O, carries -0.28; number 7, O, carries -0.28; number 8, C, carries -0.25


# 2
This record from OMol25 describes one molecule with the formula C11H16N2OSi at a distorted geometry. The level of theory is wB97M-V/def2-TZVPD.

Geometry as XYZ:
```
31
Properties=species:S:1:pos:R:3
C 4.71 1.33 0.27
Si 3.31 0.01 0.05
C 3.02 -0.88 1.77
C 3.79 -1.01 -1.50
C 1.65 0.66 -0.48
C 0.54 0.94 -0.88
C -1.07 1.16 -0.87
O -1.36 2.45 -0.36
N -1.52 0.00 -0.06
C -2.88 -0.12 0.11
C -3.82 0.31 -0.79
C -5.09 -0.21 -0.70
C -5.50 -0.96 0.39
C -4.53 -1.16 1.32
N -3.26 -0.75 1.30
H 5.36 1.39 -0.67
H 4.40 2.39 0.45
H 5.57 1.09 0.98
H 3.42 -1.89 1.64
H 3.46 -0.56 2.74
H 1.99 -1.06 1.88
H 4.12 -2.02 -1.05
H 2.86 -1.24 -2.06
H 4.58 -0.62 -2.07
H -1.28 1.26 -1.95
H -0.99 2.38 0.53
H -0.83 -0.31 0.57
H -3.55 0.74 -1.72
H -5.87 -0.04 -1.45
H -6.51 -1.45 0.44
H -4.73 -1.81 2.16
```

energy = -24569.461 eV
spin multiplicity = 1
HOMO = -8.635 eV
LUMO level = 0.74 eV
net charge = 0
SMILES = C[Si](C)(C)C#C[C@H](O)Nc1ccccn1
ΔE to the lowest compared entry with this formula, charge and spin = 61.57 kcal/mol

Results of the Löwdin charge analysis, in e, for atoms 1 through 8: number 1, C, carries -0.22; number 2, Si, carries 0.55; number 3, C, carries -0.17; number 4, C, carries -0.19; number 5, C, carries -0.11; number 6, C, carries 0.01; number 7, C, carries -0.36; number 8, O, carries 0.00


# 3
This record from OMol25 describes C5H13O3 as an isolated structure at a distorted geometry. The level of theory is wB97M-V/def2-TZVPD.

Geometry as XYZ:
```
21
Properties=species:S:1:pos:R:3
C -1.78 -0.87 1.46
O -2.76 0.11 1.77
C -0.54 -0.09 0.78
C 0.79 -0.88 0.61
C 0.74 -1.62 -0.71
C 0.42 -1.04 -1.87
H -2.24 -1.62 0.78
H -1.32 -1.22 2.33
H -0.95 0.34 -0.16
H -0.49 0.79 1.40
H 1.04 -1.53 1.50
H 1.71 -0.19 0.51
H 1.35 -2.61 -0.68
H -0.02 0.02 -1.93
H 0.59 -1.52 -2.83
H 1.22 1.73 -0.99
H 1.44 3.11 -0.09
O 1.72 2.25 0.06
H 1.06 2.37 -2.41
H -2.45 0.73 2.43
O 0.50 1.75 -1.96
```

energy = -11536.664 eV
spin multiplicity = 1
HOMO = -3.922 eV
LUMO level = 3.60 eV
net charge = -1
ΔE to the lowest compared entry with this formula, charge and spin = 43.31 kcal/mol

Results of the Löwdin charge analysis, in e, for atoms 1 through 8: number 1, C, carries -0.25; number 2, O, carries -0.10; number 3, C, carries -0.18; number 4, C, carries -0.22; number 5, C, carries -0.23; number 6, C, carries -0.03; number 7, H, carries 0.12; number 8, H, carries 0.07


Question: Which of these has the lowest HOMO?
Answer: C11H16N2OSi


Question: net charge of number 2 (C11H16N2OSi)?
Answer: 0